(1)
10
Properties=species:S:1:pos:R:3:forces:R:3 method="wB97M-V/def2-TZVPD" orbital_gap_ev=10.40 homo_ev=-9.98 lumo_ev=0.414 energy_ha=-230.09857
H 0.220 -0.066 -1.518 0.0 -0.1 0.1
C -0.277 1.041 0.444 0.0 0.2 0.0
H 0.630 -1.587 -0.858 0.0 -0.1 0.0
H -0.995 -0.715 0.788 0.0 0.0 0.0
H 1.491 -0.309 -0.135 -0.2 -0.1 0.0
O -1.158 0.397 1.136 0.0 0.1 0.0
H 0.601 1.438 0.971 -0.1 -0.1 -0.1
C 0.479 -0.441 -0.525 0.2 0.3 -0.1
H -0.634 1.688 -0.367 0.0 -0.1 0.1
O -0.358 -1.444 0.064 0.0 -0.1 0.0



(2)
17
Properties=species:S:1:pos:R:3:forces:R:3 method="wB97M-V/def2-TZVPD" orbital_gap_ev=10.14 homo_ev=-9.05 lumo_ev=1.087 smiles="C1=CCOCCC1" energy_ha=-309.81096
C -0.896 0.378 1.361 -0.2 -0.2 0.1
H 2.074 0.556 1.379 -0.1 0.0 -0.1
H 2.161 -0.933 -0.554 -0.1 0.1 0.1
C 0.193 -0.584 -1.339 0.0 0.0 -0.1
H -2.788 0.501 0.186 0.2 0.0 -0.1
H -0.535 -0.593 1.727 0.0 0.2 0.0
O 0.166 1.273 1.085 0.1 0.0 0.3
C -1.737 0.224 0.118 0.1 0.0 -0.3
H 1.779 1.429 -0.132 -0.1 -0.1 0.2
H -1.495 0.813 2.168 0.2 0.0 -0.1
C -1.198 -0.068 -1.063 -0.2 -0.1 0.1
H -1.810 0.048 -1.953 -0.1 -0.2 0.0
H 0.886 -1.427 0.537 0.0 0.1 -0.1
H 0.064 -1.604 -1.730 0.1 0.1 0.0
H 0.644 -0.014 -2.163 -0.1 0.0 0.1
C 1.350 0.690 0.561 0.3 -0.1 -0.1
C 1.176 -0.639 -0.167 -0.1 0.0 0.0



(3)
62
Properties=species:S:1:pos:R:3:forces:R:3 method="wB97M-V/def2-TZVPD" charge=+1 orbital_gap_ev=7.33 homo_ev=-11.32 lumo_ev=-3.996 energy_ha=-1212.65785
H -0.425 5.583 1.136 0.0 0.7 0.0
H 3.997 0.504 -7.690 0.2 -0.4 -0.8
H -3.756 -1.688 -3.780 0.1 0.4 0.1
C -2.843 -3.031 -4.636 -2.5 -2.9 -1.7
C -6.446 1.061 4.495 -2.5 0.7 0.8
H 4.154 -0.464 -5.310 0.0 0.0 -0.1
O -7.719 -0.534 6.001 -0.3 0.8 -1.6
H -1.881 -3.505 -4.832 0.2 0.6 0.0
O -5.719 0.360 3.574 1.7 -1.7 -0.6
O 6.687 -0.230 -0.571 -0.5 0.5 -1.3
H 2.248 0.851 6.886 0.0 0.1 0.0
H 2.023 1.091 9.061 0.0 0.1 0.3
H -4.043 -4.232 -7.390 0.0 -0.4 -0.1
C 2.592 -1.175 -7.942 0.7 1.0 0.0
H -7.738 0.014 6.789 0.0 0.0 0.1
O 0.833 4.816 -0.211 -0.1 -0.3 -0.2
C -0.364 5.576 0.048 -1.0 -1.7 0.4
O 3.479 -0.148 -5.915 0.1 -0.5 0.3
C 1.498 0.160 8.849 0.0 -0.1 1.6
H -2.570 5.123 -0.195 0.2 0.6 -0.2
C 0.574 0.367 7.677 0.5 -1.5 1.9
H -0.054 -0.521 7.606 -0.1 0.0 -0.5
H 6.671 -3.384 0.876 -0.1 0.7 0.9
C 6.590 -2.572 0.153 0.4 0.9 -2.1
H 1.820 -0.644 0.154 0.6 -0.4 0.7
H 1.744 -0.641 -7.513 -0.2 -0.1 -0.2
O -2.842 -1.854 -4.025 1.2 4.9 1.2
H -0.416 6.573 -0.390 0.4 -0.1 0.0
H 1.531 5.237 -0.717 -0.4 0.5 0.0
C -7.834 0.366 4.855 2.1 0.6 0.3
H 0.275 -0.485 -0.290 -0.4 -0.1 -0.7
H 5.550 -3.372 -1.211 -0.4 0.0 -0.1
H -8.531 1.188 5.018 -0.4 -0.3 0.1
H -6.254 0.261 2.783 0.0 0.0 0.0
O 1.443 0.412 6.603 -0.1 0.6 -2.3
C -3.702 -2.993 -5.973 0.8 -1.0 0.4
H -0.090 1.207 7.882 0.1 0.4 -0.6
H 4.752 -1.084 -7.299 -0.1 0.0 -0.1
C 6.817 -1.088 0.500 1.1 -1.6 1.6
C -1.586 4.715 -0.427 0.8 0.4 0.0
H 6.198 -0.688 1.303 0.0 -0.6 0.5
H -3.352 -3.561 -3.831 -0.2 -2.1 -0.9
O 5.413 -2.647 -0.596 -1.9 -0.5 -0.2
H 7.870 -1.111 0.781 0.2 0.3 0.8
H -5.971 1.222 5.463 0.7 -0.2 -0.3
H 1.224 0.852 -0.128 0.0 0.6 -0.3
H 2.614 -0.988 -9.015 0.0 0.1 0.0
C 3.838 -0.491 -7.275 -1.3 -0.1 0.5
H -1.453 4.567 -1.498 -0.4 -0.1 0.0
N 1.005 -0.055 0.258 -0.6 0.1 -0.7
H -4.756 -2.741 -5.853 -0.1 0.3 0.8
O -3.643 -4.306 -6.520 0.0 0.0 -0.1
H 2.274 -0.593 8.713 -0.1 -0.1 -0.7
H -1.633 3.750 0.077 0.5 -0.1 0.0
H 2.413 -2.244 -7.833 0.5 0.0 0.5
H -6.592 2.016 3.992 -0.7 0.6 0.7
H 6.559 0.631 -0.164 0.1 0.2 -0.4
H -3.334 -2.298 -6.728 0.5 0.4 0.4
H 0.589 0.068 1.170 0.5 -0.2 0.9
H 0.999 -0.205 9.747 -0.2 0.5 0.2
H -8.040 -0.174 3.931 -0.7 -0.5 0.5
H 7.314 -2.826 -0.622 1.1 0.2 0.4



(4)
48
Properties=species:S:1:pos:R:3:forces:R:3 method="wB97M-V/def2-TZVPD" orbital_gap_ev=9.77 homo_ev=-9.65 lumo_ev=0.115 smiles="CC1CCN(S(=O)(=O)c2ccc(S(=O)(=O)N3CCCC3)cc2)CC1" energy_ha=-1830.91445
H 4.861 -0.465 1.769 0.0 -0.2 0.1
N 3.400 -0.883 0.349 0.1 1.1 -0.2
C -0.302 1.414 1.182 0.2 0.0 0.2
C -3.065 -0.652 1.222 -0.1 -0.2 0.7
H -4.617 -4.522 0.883 0.0 -0.1 0.1
H -4.683 -4.490 -0.880 0.0 -0.1 -0.1
H -5.838 -3.548 0.064 -0.2 0.0 0.0
O -3.233 2.305 -1.172 0.2 -0.2 -0.2
H -2.017 -0.998 1.235 -0.1 0.0 0.0
H 6.050 -1.389 -0.153 0.1 0.0 0.0
H -0.951 1.548 -2.132 0.0 0.0 -0.2
H -3.231 0.009 2.073 0.1 -0.2 0.1
C -3.153 -0.610 -1.196 -0.1 -0.1 -0.7
H -2.110 -0.956 -1.295 -0.1 0.0 0.0
H -3.788 -2.449 2.156 0.0 0.0 0.0
H -5.126 -1.448 -1.194 -0.1 0.0 0.0
C -4.006 -1.853 1.269 0.4 0.0 -0.2
C 1.065 1.192 1.144 -0.1 0.1 0.1
H 1.656 1.112 2.041 0.0 0.0 0.2
H -5.033 -1.494 1.337 -0.1 0.0 0.1
O 4.085 1.474 0.951 -0.1 -0.1 0.2
H 2.353 -2.315 -0.763 0.1 0.0 -0.1
H 3.439 -1.260 -1.696 0.0 -0.2 0.0
H -0.838 1.524 2.112 0.0 0.0 0.2
C -0.368 1.427 -1.233 0.0 0.0 -0.1
S 3.455 0.735 -0.102 -0.5 -0.3 0.1
H -2.822 -3.077 -0.041 0.0 0.0 0.0
C -4.098 -1.809 -1.215 0.4 0.0 0.2
H 3.976 -1.994 2.010 0.1 0.1 0.0
C -3.851 -2.701 0.004 -0.4 0.0 0.0
H -3.378 0.080 -2.009 0.1 -0.2 -0.1
C 3.329 -1.822 -0.766 -0.4 -0.4 -0.7
C -4.807 -3.890 0.019 0.3 0.2 0.0
H 1.541 1.134 -2.201 0.0 0.0 -0.1
S -2.792 1.691 0.043 0.0 -0.1 0.0
C 4.482 -2.821 -0.572 0.0 0.1 0.1
N -3.332 0.122 0.034 0.1 1.0 0.0
H 6.054 -2.775 0.959 0.1 0.0 0.0
C 1.695 1.084 -0.082 0.5 0.0 -0.1
O -3.165 2.267 1.299 0.2 -0.2 0.2
H -3.947 -2.374 -2.137 0.0 0.0 0.0
C 5.423 -2.096 0.390 -0.2 0.0 0.1
H 4.960 -3.074 -1.516 0.0 -0.1 0.0
C -1.000 1.526 -0.007 -0.7 0.1 -0.1
H 4.111 -3.737 -0.111 0.0 0.0 0.0
C 4.435 -1.331 1.268 0.5 0.0 0.5
O 3.934 0.900 -1.446 -0.2 -0.1 0.0
C 1.000 1.205 -1.271 0.1 0.0 -0.1



(5)
13
Properties=species:S:1:pos:R:3:forces:R:3 method="wB97M-V/def2-TZVPD" orbital_gap_ev=10.41 homo_ev=-9.53 lumo_ev=0.878 energy_ha=-286.49135
H -0.560 1.492 -0.550 0.2 0.1 -0.2
H -1.731 -0.968 1.200 0.2 0.1 -0.3
C -0.052 0.553 -0.750 3.0 0.7 2.2
H -0.715 -1.601 -0.853 0.2 0.6 0.3
H 2.541 0.657 0.104 -0.7 0.0 -0.1
H 0.463 0.452 -1.704 -0.1 0.3 0.1
N 0.416 -1.393 1.368 1.2 0.3 0.7
O -2.005 -0.498 0.398 0.1 0.1 0.2
H 1.446 1.634 1.167 -0.2 -0.4 -0.4
C 1.525 0.737 0.533 -1.3 0.0 -1.2
H -1.390 -0.034 -1.502 -1.2 -1.7 0.4
C 1.062 -0.453 1.148 -0.7 -1.2 0.5
C -0.999 -0.579 -0.559 -0.7 1.1 -2.1



(6)
20
Properties=species:S:1:pos:R:3:forces:R:3 method="wB97M-V/def2-TZVPD" orbital_gap_ev=10.18 homo_ev=-9.45 lumo_ev=0.733 smiles=C[C@](S)(CO)C1CC1 energy_ha=-709.19161
S 1.804 -0.157 -0.856 -0.5 -0.2 -0.3
C -2.356 -0.627 0.101 0.5 1.4 -0.4
C 0.310 0.895 1.157 -0.9 -1.1 -0.4
O 0.280 2.111 0.424 -0.6 -0.6 1.2
H 1.212 0.784 1.750 0.2 0.2 0.4
H -1.876 1.518 -0.312 0.1 0.9 0.6
H -2.514 0.655 -1.753 0.1 -0.1 0.0
H 0.938 1.972 -0.238 1.0 0.2 -1.1
C 0.292 -0.387 0.202 -0.6 0.6 0.6
H 0.670 -2.569 0.280 -0.1 -0.2 -0.8
C -1.030 -0.474 -0.566 1.1 -1.2 -1.6
H -0.574 0.915 1.822 0.4 -0.1 -0.3
H -0.935 -1.159 -1.427 0.1 0.3 0.4
C -2.023 0.594 -0.789 -0.7 -1.1 0.0
H -3.064 -1.327 -0.268 -0.3 -0.6 -0.3
H -0.414 -1.961 1.496 -0.4 -0.1 0.4
H 2.611 -0.695 0.075 0.0 0.2 -0.2
C 0.464 -1.734 0.922 0.0 1.0 0.1
H 1.314 -1.677 1.563 0.6 0.0 0.8
H -2.416 -0.436 1.148 -0.1 0.1 0.6



(7)
14
Properties=species:S:1:pos:R:3:forces:R:3 method="wB97M-V/def2-TZVPD" orbital_gap_ev=8.99 homo_ev=-8.02 lumo_ev=0.967 smiles=Cc1cocc1N energy_ha=-324.69555
H -0.944 -2.492 -0.386 0.1 0.1 0.0
C -1.701 0.276 0.622 -0.1 0.0 0.0
H -2.038 1.117 0.003 0.1 -0.1 0.1
H 1.942 1.965 -0.148 -0.1 -0.1 0.1
H -1.534 0.663 1.633 0.0 -0.1 -0.1
C 0.815 0.279 -0.114 0.0 -0.2 -0.1
C -0.462 -0.361 0.073 0.0 -0.1 0.0
H 2.688 -0.675 -0.907 -0.2 0.1 0.1
C -0.279 -1.642 -0.335 -0.2 0.0 0.1
C 1.648 -0.669 -0.616 0.1 0.2 0.0
N 1.083 1.608 0.249 0.0 0.1 -0.1
O 0.987 -1.856 -0.750 0.0 0.0 0.0
H -2.525 -0.441 0.669 0.1 0.1 0.0
H 0.322 2.230 0.006 0.1 0.0 0.0



(8)
82
Properties=species:S:1:pos:R:3:forces:R:3 method="wB97M-V/def2-TZVPD" charge=+1 orbital_gap_ev=7.77 homo_ev=-10.42 lumo_ev=-2.644 energy_ha=-1571.98093
C 4.041 -1.805 5.849 0.1 0.1 0.0
N -2.726 -0.747 1.295 0.7 -0.3 -0.1
H -0.134 1.054 -9.525 0.0 0.0 0.0
H 1.634 4.127 -3.654 0.0 0.0 0.0
N 2.416 3.332 -6.911 -0.1 -0.1 0.1
C 3.085 -0.845 6.548 -0.1 0.0 0.1
H -0.374 2.608 -6.612 0.1 -0.1 0.0
C -4.008 -1.912 -0.222 0.6 0.3 0.5
H -3.516 0.640 3.833 0.1 -0.1 0.1
C -0.715 0.234 -2.380 -0.1 1.0 1.1
N 1.650 -1.122 6.484 0.0 -0.1 -0.1
H -4.915 -1.844 -0.805 -0.2 -0.1 0.1
H -5.059 1.463 4.082 0.0 0.2 0.0
H -0.094 -1.075 1.898 -0.1 0.0 0.1
H -6.004 -0.733 1.936 -0.1 0.0 0.0
H -0.872 2.353 -2.634 -0.7 -0.1 -0.2
C -0.912 -3.399 6.647 0.0 -0.1 -0.1
H 0.190 1.478 -5.351 0.1 0.0 -0.1
H -1.418 2.225 -5.250 0.0 0.0 0.0
H 3.840 -1.889 4.773 -0.1 0.0 0.0
H 1.952 5.060 -5.880 0.0 0.0 0.0
H -5.045 -0.279 3.862 0.0 -0.1 0.1
C -0.206 -0.786 -1.378 -0.9 -0.4 -0.5
H -0.777 -1.458 4.158 0.0 0.0 0.0
H 4.076 2.108 -6.607 0.0 0.0 0.0
H 1.476 -2.026 6.904 0.0 0.0 0.0
H 2.834 -3.854 4.981 0.0 0.0 0.0
H -1.881 -2.926 6.826 0.0 0.0 0.0
H 1.419 1.442 -10.285 0.0 0.0 0.0
H -0.959 -1.082 5.878 0.1 0.0 0.1
H 3.391 0.287 -8.008 0.0 0.0 0.0
C 3.006 2.004 -6.811 -0.1 0.1 0.0
C -4.060 -1.315 1.217 -0.7 0.2 -0.5
C 0.063 -0.314 1.130 0.1 -0.1 0.3
O -0.380 -3.019 5.387 -0.1 0.0 0.1
O 0.101 3.483 -4.783 0.0 -0.1 0.1
H 1.486 3.253 -7.298 0.0 0.0 -0.1
C 1.496 3.485 -4.528 0.1 0.1 0.2
H -5.499 0.105 0.469 0.0 0.2 0.0
C -0.342 -1.624 5.155 0.0 0.0 -0.2
C 2.824 1.218 -8.091 0.1 -0.2 0.1
H -3.215 -0.357 -1.416 0.1 0.0 -0.3
H -3.646 -2.930 -0.113 -0.4 -0.3 -0.3
C 2.344 4.066 -5.653 0.0 0.1 -0.2
H 1.297 1.833 0.765 0.1 0.1 0.0
C -0.380 2.394 -5.542 -0.2 0.0 0.0
C -4.570 0.652 3.553 -0.2 0.0 -0.1
N 0.563 2.078 1.433 -0.2 -0.2 0.0
H 2.566 1.408 -5.998 0.1 -0.1 0.0
C -0.152 1.074 1.704 0.3 0.2 -0.1
C -2.064 -0.810 0.136 -0.8 0.1 0.1
H 0.868 -0.674 -1.294 0.1 -0.1 0.1
H 1.102 -0.403 0.830 0.0 0.0 -0.2
N -2.918 -1.181 -0.907 0.3 -0.3 0.5
H 1.080 -0.067 4.784 0.0 0.0 0.0
H -1.048 -4.478 6.627 0.0 0.0 0.0
H -2.368 -0.307 2.124 0.1 -0.1 0.1
O 4.114 -3.087 6.435 -0.1 0.0 0.0
H -0.974 -0.060 -3.386 0.9 -0.1 -0.3
H 1.656 -1.711 4.435 -0.1 0.0 -0.1
C 1.081 -1.101 5.149 0.0 -0.1 0.1
H -0.430 -1.800 -1.704 0.1 -0.1 -0.1
C 3.128 -4.013 6.023 0.1 0.0 0.1
H 3.362 4.208 -5.278 0.0 0.0 0.0
H 3.256 0.163 6.155 0.0 0.0 0.0
H 3.358 -0.820 7.604 0.0 0.0 0.0
H 3.557 -5.010 6.114 0.0 0.0 0.0
H 3.213 1.772 -8.949 0.0 0.1 0.0
H -1.057 1.714 -0.919 0.9 0.2 0.2
C 0.832 1.531 -9.368 0.0 -0.1 0.0
H -4.164 -2.126 1.931 0.1 0.0 0.2
H 5.044 -1.381 5.944 0.0 0.0 0.0
H -0.237 -3.150 7.470 0.0 0.1 0.0
C -0.873 1.500 -1.966 -0.3 -0.4 -0.5
H 1.827 2.480 -4.234 0.0 0.0 -0.1
C -5.160 -0.250 1.440 0.2 -0.2 -0.2
O -4.707 0.863 2.152 0.0 0.1 0.1
H 0.663 2.593 -9.157 0.1 0.0 -0.1
N -0.781 -0.632 -0.025 0.2 0.4 -0.1
H 2.241 -3.974 6.662 -0.1 0.0 -0.1
O 1.461 0.865 -8.288 -0.1 0.1 0.0
H -0.951 1.222 2.430 -0.1 0.0 0.0



(9)
17
Properties=species:S:1:pos:R:3:forces:R:3 method="wB97M-V/def2-TZVPD" charge=-1 orbital_gap_ev=8.44 homo_ev=-4.11 lumo_ev=4.330 energy_ha=-363.72268
C 1.476 -1.353 -1.084 -0.6 -0.3 0.8
N -0.595 2.770 0.942 -0.1 0.5 0.3
H -0.750 -1.523 0.591 0.1 0.1 0.0
H 0.099 -2.638 -2.142 -0.2 0.1 0.0
H 1.374 -0.510 -0.399 0.1 0.2 -0.2
H 2.036 -1.064 -1.972 0.0 0.0 -0.1
H -0.832 3.291 0.117 0.1 0.0 -0.2
H -0.225 -3.207 0.291 -0.1 0.1 0.0
H 0.064 3.249 1.536 -0.1 -0.1 0.1
C -0.688 -2.317 -0.154 -0.2 -0.2 -0.2
O 0.387 0.849 1.627 0.0 0.0 -0.1
H 2.026 -2.117 -0.514 0.1 0.0 -0.3
H -1.704 -2.564 -0.476 -0.1 -0.2 0.3
O -0.582 0.949 -0.412 -0.2 0.1 -0.1
C 0.047 -1.838 -1.391 0.8 0.3 0.0
H -0.515 -0.975 -1.753 0.1 -0.1 -0.3
C -0.229 1.416 0.694 0.2 -0.3 0.1



(10)
28
Properties=species:S:1:pos:R:3:forces:R:3 method="wB97M-V/def2-TZVPD" charge=-2 s_squared=3.75 orbital_gap_ev="5.20 / 6.14" homo_ev="-2.48 / -3.02" lumo_ev="2.726 / 3.112" multiplicity=4 energy_ha=-1125.02029
H -3.736 -1.656 -2.821 1.7 -1.9 3.8
H -1.395 4.231 -0.846 3.4 -1.4 2.9
H -3.140 4.486 -0.931 -3.8 -0.5 2.2
Ti -1.174 0.590 -1.275 0.0 0.7 -0.5
B -2.209 4.569 -1.469 -0.2 -0.2 0.1
H -3.429 -0.628 -4.230 3.3 2.4 -2.2
H 1.416 -3.958 3.664 -0.5 -0.3 -0.3
H 1.002 -2.926 4.963 0.2 0.6 0.1
H -2.204 3.901 -2.317 -0.2 -2.5 -3.9
C 0.804 -3.089 3.903 -0.4 0.9 -0.2
H 2.939 -0.749 2.638 -0.1 0.4 0.3
H 3.765 1.951 -2.608 4.0 1.8 0.7
H 2.544 0.883 -1.836 -1.0 -2.4 3.9
C 2.749 -1.681 3.171 0.3 0.8 -1.3
H 3.412 -2.294 2.561 0.0 -0.8 0.7
C 1.247 -1.955 2.956 2.3 -0.3 0.9
H 1.199 -2.326 1.932 -0.7 0.3 -0.1
H 0.809 -0.318 3.902 0.0 0.1 0.1
B -4.152 -1.256 -3.733 0.0 0.1 0.1
H -4.579 -1.972 -4.417 -1.3 -3.3 -2.7
H -4.964 -0.577 -3.521 -3.3 2.8 1.3
H 2.098 2.292 -2.831 -3.1 3.1 -0.6
H -0.277 -3.202 3.819 0.1 -0.6 -0.2
H 3.072 -1.531 4.201 0.0 -0.4 0.1
B 2.797 1.481 -2.697 -0.2 0.0 -0.2
O 0.619 -0.693 3.039 -1.2 -0.5 0.0
H 2.831 0.814 -3.545 0.0 -2.6 -3.6
H -2.042 5.616 -1.671 0.8 4.1 -1.3



(11)
18
Properties=species:S:1:pos:R:3:forces:R:3 method="wB97M-V/def2-TZVPD" orbital_gap_ev=6.89 homo_ev=-8.14 lumo_ev=-1.252 energy_ha=-347.64703
H -1.185 -1.670 -1.575 0.9 -0.3 -1.5
C 1.341 -0.823 1.053 3.2 3.1 -4.7
C -0.698 -1.494 -0.644 1.1 0.9 0.5
C 0.836 -0.955 -0.513 -2.3 0.2 3.3
H -0.435 3.084 0.327 -1.7 -2.9 -0.4
H 3.224 1.318 -0.151 -4.6 0.0 -2.0
H -0.862 -2.427 -0.085 0.3 0.3 0.0
H 1.479 -0.988 -1.374 0.6 -0.5 0.3
H 0.944 -1.265 2.007 -0.1 0.8 -1.3
H -2.530 -0.090 -0.511 1.0 0.0 0.0
C -1.545 -0.327 -0.051 0.6 -1.8 0.5
C 0.832 0.548 0.108 1.2 -5.0 -2.4
O 1.716 1.289 -0.861 3.0 -0.6 5.0
H -2.178 2.288 0.101 -0.3 -0.1 -0.1
H -1.762 -0.806 0.878 -0.6 0.6 1.4
C -0.592 0.787 0.108 -2.9 6.9 0.7
C -1.126 2.088 0.181 3.5 -0.2 0.3
H 2.540 -0.557 1.003 -3.0 -1.3 0.6



(12)
20
Properties=species:S:1:pos:R:3:forces:R:3 method="wB97M-V/def2-TZVPD" charge=+2 orbital_gap_ev=10.73 homo_ev=-19.88 lumo_ev=-9.154 smiles="C[N+]1(C)CC(=O)NC1=[NH2+]" energy_ha=-435.90291
H 1.027 -0.687 1.701 0.6 -0.6 0.3
O 3.676 -0.381 0.082 0.9 -0.4 0.2
C 2.576 -0.108 -0.140 -3.7 0.1 -1.8
H -0.568 -1.505 1.413 0.1 -0.8 -0.2
H -1.409 -1.613 -0.830 -0.2 -2.6 1.6
C -1.131 -0.623 -0.810 -0.2 3.3 -1.8
H -0.457 0.139 1.929 0.0 -0.1 -0.6
H -0.955 -0.543 -1.858 0.1 0.9 -1.0
C 0.037 -0.629 1.304 -0.7 1.0 1.8
H 1.346 -1.819 -0.236 0.0 -1.0 -0.1
H -1.925 0.050 -0.516 -0.3 -0.2 0.2
N -0.226 2.085 -0.097 -3.8 4.0 -0.4
H 0.088 3.019 -0.109 1.2 1.5 0.2
C 1.286 -0.874 -0.732 2.8 -2.1 2.5
H 1.260 -1.055 -1.765 -0.1 0.4 -1.6
H 2.531 1.935 0.322 0.2 1.2 0.3
N 0.117 -0.224 -0.136 1.1 -0.4 0.7
C 0.588 1.163 -0.060 3.1 -2.8 -0.6
H -1.260 2.214 -0.226 0.9 -1.6 0.2
N 1.949 1.180 0.033 -1.9 0.0 0.2